No. 1
{
  "formula": "C45H95N8O16V",
  "method": "ωB97M-V with the def2-TZVPD basis set",
  "homo_ev": -2.75,
  "homo_lumo_gap_ev": 2.14,
  "charge": -2,
  "de_lowest_kcal_mol": 0.0,
  "symbols": ["O", "V", "O", "N", "O", "O", "O", "N", "O", "O", "O", "N", "O", "O", "O", "C", "C", "C", "C", "C", "C", "N", "O", "C", "C", "C", "H", "H", "H", "H", "H", "H", "H", "H", "H", "H", "H", "H", "H", "H", "H", "H", "H", "H", "H", "C", "C", "C", "C", "C", "C", "N", "O", "C", "C", "C", "H", "H", "H", "H", "H", "H", "H", "H", "H", "H", "H", "H", "H", "H", "H", "H", "H", "H", "H", "C", "C", "C", "C", "C", "C", "N", "O", "C", "C", "C", "H", "H", "H", "H", "H", "H", "H", "H", "H", "H", "H", "H", "H", "H", "H", "H", "H", "H", "H", "C", "C", "C", "C", "C", "C", "N", "O", "C", "C", "C", "H", "H", "H", "H", "H", "H", "H", "H", "H", "H", "H", "H", "H", "H", "H", "H", "H", "H", "H", "C", "C", "C", "C", "C", "C", "N", "O", "C", "C", "C", "H", "H", "H", "H", "H", "H", "H", "H", "H", "H", "H", "H", "H", "H", "H", "H", "H", "H", "H"],
  "positions_angstrom": [[-2.06, -0.61, 0.65], [-1.55, -0.39, 2.17], [-0.03, -0.89, 2.30], [-2.44, 1.63, 8.38], [-2.97, 0.71, 8.97], [-1.79, 1.35, 7.35], [-2.70, 2.79, 8.66], [-7.01, 2.01, 4.76], [-7.03, 3.16, 5.07], [-6.33, 1.59, 3.86], [-7.62, 1.26, 5.50], [-4.50, -4.56, 6.18], [-3.84, -5.41, 6.71], [-3.94, -3.87, 5.27], [-5.69, -4.50, 6.47], [4.06, -2.99, 9.05], [4.59, -3.27, 10.45], [6.08, -2.88, 10.54], [6.50, -1.37, 10.64], [5.75, -0.94, 11.96], [4.19, -1.14, 12.04], [3.88, -2.50, 11.52], [2.55, -2.74, 11.53], [3.79, -0.81, 13.53], [3.58, -0.05, 11.12], [4.50, -4.85, 10.67], [3.04, -3.35, 8.96], [4.67, -3.54, 8.34], [4.03, -1.96, 8.69], [6.51, -3.38, 11.41], [6.51, -3.28, 9.62], [6.13, -0.85, 9.76], [7.55, -1.14, 10.84], [6.03, 0.08, 12.24], [6.15, -1.56, 12.76], [2.76, -1.06, 13.77], [4.49, -1.22, 14.27], [3.96, 0.26, 13.64], [4.13, 0.88, 11.29], [3.68, -0.35, 10.08], [2.53, 0.07, 11.40], [5.08, -5.50, 10.01], [3.44, -5.11, 10.68], [4.94, -5.01, 11.65], [2.33, -2.30, 10.71], [-0.83, 7.77, 0.73], [0.06, 6.69, -0.03], [1.14, 7.39, -1.00], [2.32, 8.05, -0.27], [2.98, 6.97, 0.64], [2.00, 6.16, 1.60], [0.69, 5.81, 0.96], [-0.16, 5.15, 1.72], [2.73, 4.83, 1.85], [1.84, 6.95, 2.95], [-0.76, 5.85, -0.94], [-1.13, 8.53, 0.01], [-0.38, 8.22, 1.61], [-1.72, 7.27, 1.10], [1.48, 6.62, -1.70], [0.67, 8.14, -1.64], [2.20, 9.00, 0.26], [3.01, 8.33, -1.07], [3.75, 7.49, 1.22], [3.61, 6.33, 0.02], [2.90, 4.34, 0.89], [3.70, 5.03, 2.29], [2.17, 4.22, 2.56], [1.32, 6.27, 3.62], [2.82, 7.10, 3.42], [1.25, 7.85, 2.82], [-1.51, 5.35, -0.33], [-0.16, 5.01, -1.28], [-1.26, 6.40, -1.74], [-0.47, 5.87, 2.26], [1.67, -11.29, -1.79], [1.94, -10.08, -2.70], [1.20, -8.89, -1.98], [1.97, -8.49, -0.71], [3.51, -8.38, -0.82], [4.22, -9.49, -1.67], [3.43, -9.86, -2.89], [3.99, -10.76, -3.86], [5.49, -8.86, -2.14], [4.52, -10.79, -0.76], [1.21, -10.23, -4.04], [0.73, -11.76, -2.05], [1.57, -11.09, -0.73], [2.51, -11.98, -1.87], [1.24, -8.00, -2.60], [0.19, -9.18, -1.68], [1.73, -9.13, 0.13], [1.45, -7.58, -0.39], [3.76, -8.49, 0.24], [3.74, -7.37, -1.14], [5.33, -8.03, -2.82], [5.98, -8.33, -1.32], [6.25, -9.52, -2.57], [4.95, -11.65, -1.27], [5.18, -10.46, 0.04], [3.63, -11.09, -0.21], [1.72, -11.03, -4.57], [1.37, -9.36, -4.67], [0.20, -10.63, -4.11], [3.83, -10.36, -4.72], [-9.05, 5.19, -6.50], [-10.21, 4.33, -5.95], [-9.70, 3.15, -5.10], [-9.13, 3.47, -3.74], [-10.27, 4.11, -2.98], [-10.99, 5.30, -3.70], [-11.27, 5.01, -5.11], [-11.85, 6.04, -5.86], [-12.36, 5.54, -3.05], [-10.09, 6.62, -3.47], [-11.13, 3.75, -7.08], [-8.35, 5.19, -5.66], [-9.40, 6.16, -6.86], [-8.60, 4.75, -7.38], [-10.43, 2.35, -5.02], [-8.89, 2.60, -5.58], [-8.31, 4.19, -3.83], [-8.66, 2.62, -3.24], [-9.88, 4.40, -2.00], [-11.01, 3.33, -2.78], [-12.81, 4.55, -3.15], [-12.25, 5.76, -1.99], [-13.14, 6.19, -3.44], [-9.88, 6.91, -2.44], [-9.23, 6.66, -4.14], [-10.64, 7.49, -3.84], [-11.64, 4.53, -7.63], [-11.99, 3.28, -6.60], [-10.60, 3.08, -7.76], [-12.77, 5.78, -5.93], [1.26, 0.31, -7.58], [2.76, 0.14, -7.28], [3.16, -1.16, -8.14], [4.63, -1.16, -8.41], [5.00, 0.10, -9.21], [4.66, 1.38, -8.46], [3.23, 1.38, -7.98], [2.86, 2.56, -7.33], [5.62, 1.58, -7.23], [4.84, 2.50, -9.53], [3.04, 0.09, -5.82], [0.82, 1.01, -6.86], [0.76, -0.63, -7.32], [0.95, 0.51, -8.60], [2.93, -2.13, -7.70], [2.58, -1.19, -9.07], [4.89, -2.06, -8.97], [5.24, -1.18, -7.51], [4.50, 0.04, -10.17], [6.07, 0.04, -9.38], [6.70, 1.56, -7.41], [5.39, 2.55, -6.78], [5.46, 0.87, -6.42], [5.88, 2.43, -9.82], [4.11, 2.23, -10.30], [4.74, 3.50, -9.11], [2.27, -0.30, -5.15], [3.30, 1.04, -5.36], [3.82, -0.66, -5.67], [2.34, 3.05, -7.97]]
}

=====

No. 2
{
  "formula": "C46H103BrN5O11PS",
  "method": "ωB97M-V with the def2-TZVPD basis set",
  "homo_ev": -8.15,
  "homo_lumo_gap_ev": 8.47,
  "smiles": "C#CC[C@](CC)(OCCCCCCCCCCCCCOC)[C@](Br)(O[C@@H](C)C[C@@H]1CO1)P(O)(O)=S.COC[C@@H](C)N.COC[C@@H](C)N.COC[C@@H](C)N.COC[C@@H](C)N.COC[C@@H](C)N",
  "symbols": ["C", "C", "C", "C", "C", "C", "O", "C", "C", "C", "C", "C", "C", "C", "C", "C", "C", "C", "C", "C", "O", "C", "C", "Br", "O", "C", "C", "C", "C", "C", "O", "P", "O", "O", "S", "H", "H", "H", "H", "H", "H", "H", "H", "H", "H", "H", "H", "H", "H", "H", "H", "H", "H", "H", "H", "H", "H", "H", "H", "H", "H", "H", "H", "H", "H", "H", "H", "H", "H", "H", "H", "H", "H", "H", "H", "H", "H", "H", "H", "H", "H", "H", "H", "C", "O", "C", "C", "C", "N", "H", "H", "H", "H", "H", "H", "H", "H", "H", "H", "H", "C", "O", "C", "C", "C", "N", "H", "H", "H", "H", "H", "H", "H", "H", "H", "H", "H", "C", "O", "C", "C", "C", "N", "H", "H", "H", "H", "H", "H", "H", "H", "H", "H", "H", "C", "O", "C", "C", "C", "N", "H", "H", "H", "H", "H", "H", "H", "H", "H", "H", "H", "C", "O", "C", "C", "C", "N", "H", "H", "H", "H", "H", "H", "H", "H", "H", "H", "H"],
  "positions_angstrom": [[-2.58, -9.08, 5.36], [-3.14, -8.25, 4.67], [-3.35, -6.97, 3.76], [-2.13, -5.98, 3.72], [-1.30, -6.02, 5.07], [-2.13, -5.70, 6.39], [-2.37, -4.62, 3.39], [-3.62, -4.05, 3.74], [-3.48, -2.47, 3.97], [-4.38, -1.61, 2.96], [-3.45, -0.59, 2.14], [-3.04, 0.66, 3.03], [-2.85, 1.96, 2.10], [-1.93, 3.05, 2.81], [-1.79, 4.29, 1.83], [-0.33, 4.85, 1.65], [0.29, 5.65, 2.88], [-0.62, 5.81, 4.16], [-0.17, 7.19, 4.88], [0.91, 6.99, 6.01], [2.23, 7.24, 5.46], [3.17, 6.54, 6.30], [-1.13, -6.45, 2.52], [-2.06, -5.96, 0.85], [-0.82, -7.80, 2.75], [-0.70, -8.70, 1.66], [0.71, -8.67, 0.90], [-0.73, -10.17, 2.34], [0.65, -10.32, 3.27], [0.41, -11.05, 4.71], [0.67, -9.53, 4.52], [0.53, -5.48, 2.50], [1.75, -6.32, 3.33], [0.46, -3.95, 3.17], [1.01, -5.20, 0.62], [-2.32, -9.83, 6.14], [-4.32, -6.56, 4.16], [-3.61, -7.41, 2.75], [-0.80, -7.04, 5.18], [-0.43, -5.29, 5.08], [-3.22, -5.51, 6.23], [-2.06, -6.62, 7.04], [-1.61, -4.89, 6.98], [-4.17, -4.48, 4.62], [-4.32, -4.15, 2.85], [-2.41, -2.13, 3.87], [-3.82, -2.20, 5.02], [-5.09, -0.97, 3.57], [-4.93, -2.24, 2.20], [-2.51, -1.13, 1.86], [-4.01, -0.31, 1.21], [-3.84, 0.93, 3.78], [-2.07, 0.51, 3.58], [-2.41, 1.60, 1.12], [-3.86, 2.40, 1.87], [-2.51, 3.39, 3.71], [-0.90, 2.67, 3.04], [-2.45, 5.17, 2.13], [-2.16, 3.98, 0.80], [-0.34, 5.57, 0.77], [0.37, 4.02, 1.37], [0.66, 6.65, 2.50], [1.22, 5.09, 3.20], [-0.35, 5.00, 4.89], [-1.72, 5.94, 3.97], [-1.11, 7.60, 5.37], [0.12, 7.96, 4.11], [0.74, 7.82, 6.77], [0.81, 5.98, 6.48], [2.97, 5.43, 6.23], [4.22, 6.72, 5.92], [3.11, 6.92, 7.36], [-1.53, -8.75, 0.91], [0.63, -8.08, -0.05], [1.52, -8.20, 1.53], [1.05, -9.71, 0.65], [-0.69, -10.99, 1.58], [-1.59, -10.23, 3.07], [1.65, -10.54, 2.72], [-0.66, -11.35, 4.66], [1.32, -11.67, 4.84], [2.52, -5.71, 3.22], [1.37, -3.66, 3.38], [-0.30, 9.22, -0.89], [0.16, 7.89, -0.81], [1.14, 7.54, -1.78], [2.58, 7.96, -1.41], [2.84, 9.45, -1.61], [2.91, 7.60, -0.03], [-0.34, 9.58, -1.92], [0.33, 9.88, -0.28], [-1.30, 9.26, -0.47], [1.12, 6.45, -1.84], [0.85, 7.91, -2.77], [3.26, 7.43, -2.08], [2.40, 10.07, -0.82], [3.91, 9.65, -1.60], [2.45, 9.80, -2.57], [2.83, 6.59, 0.07], [2.17, 7.97, 0.57], [4.09, -10.85, -4.70], [4.38, -10.58, -3.34], [4.28, -9.21, -2.97], [2.85, -8.74, -2.65], [2.00, -8.51, -3.90], [2.15, -9.68, -1.77], [4.41, -10.03, -5.36], [3.02, -11.04, -4.83], [4.62, -11.76, -4.99], [4.88, -9.11, -2.05], [4.76, -8.57, -3.72], [2.93, -7.78, -2.14], [1.65, -9.44, -4.35], [1.11, -7.93, -3.65], [2.55, -7.95, -4.66], [2.68, -9.76, -0.90], [2.24, -10.61, -2.18], [1.96, 3.48, -2.26], [0.78, 3.37, -1.49], [-0.42, 3.29, -2.25], [-0.74, 1.88, -2.78], [0.11, 1.47, -3.99], [-0.59, 0.86, -1.74], [1.80, 4.07, -3.18], [2.35, 2.49, -2.50], [2.71, 3.99, -1.66], [-1.22, 3.58, -1.57], [-0.42, 4.03, -3.06], [-1.78, 1.88, -3.11], [1.13, 1.20, -3.71], [-0.33, 0.60, -4.48], [0.16, 2.28, -4.72], [-1.23, 1.08, -0.97], [0.33, 0.98, -1.32], [-0.73, -4.14, -7.35], [0.53, -4.48, -7.91], [1.64, -3.86, -7.29], [2.13, -4.56, -6.01], [1.24, -4.30, -4.79], [2.25, -6.01, -6.20], [-0.76, -3.11, -6.99], [-0.98, -4.83, -6.54], [-1.49, -4.26, -8.12], [2.45, -3.90, -8.02], [1.44, -2.79, -7.11], [3.12, -4.16, -5.78], [0.31, -4.87, -4.82], [1.77, -4.59, -3.88], [0.99, -3.24, -4.71], [2.92, -6.19, -6.95], [1.37, -6.34, -6.58], [-0.10, 11.65, -4.90], [0.22, 11.91, -3.54], [0.17, 13.28, -3.17], [-1.25, 13.80, -2.85], [-2.10, 14.05, -4.09], [-1.97, 12.89, -1.95], [0.24, 12.45, -5.56], [-1.17, 11.49, -5.01], [0.40, 10.72, -5.18], [0.77, 13.37, -2.27], [0.66, 13.91, -3.93], [-1.13, 14.77, -2.34], [-2.48, 13.13, -4.53], [-2.97, 14.66, -3.84], [-1.54, 14.59, -4.86], [-1.44, 12.80, -1.09], [-1.92, 11.96, -2.36]]
}